(1)
44
Properties=species:S:1:pos:R:3:mulliken_charge:R:1 method="wB97M-V/def2-TZVPD" total_charge=0 orbital_gap_ev=9.07 e_above_lowest_kcal_mol=32.2
C 1.528 1.031 -3.204 -1.63
C 1.513 0.047 -2.086 0.62
N 2.532 -0.771 -1.940 -1.20
N 2.268 -1.549 -0.886 1.01
C 3.229 -2.545 -0.487 -1.27
C 3.636 -2.430 0.959 0.23
C 3.485 -3.512 1.819 -0.30
C 3.853 -3.428 3.150 -0.73
C 4.378 -2.247 3.646 -0.40
C 4.542 -1.159 2.808 -0.62
C 4.178 -1.254 1.474 0.81
Cl 4.414 0.120 0.448 -0.19
C 1.075 -1.269 -0.336 0.20
C 0.527 -1.993 0.833 -1.68
C 0.535 -0.217 -1.084 0.97
C -0.765 0.385 -0.831 0.70
O -1.586 -0.055 -0.044 -0.82
N -1.044 1.524 -1.551 0.01
C -2.227 2.190 -1.420 0.13
N -2.513 3.264 -2.079 -0.38
N -3.721 3.740 -1.794 -0.63
C -4.371 3.049 -0.925 0.32
C -5.711 3.387 -0.465 0.06
C -6.102 3.112 0.965 -0.56
C -6.687 2.288 -0.130 -0.56
S -3.481 1.642 -0.337 -0.03
H 1.609 2.053 -2.831 0.39
H 0.638 0.940 -3.825 0.38
H 2.402 0.828 -3.817 0.38
H 4.095 -2.391 -1.138 0.32
H 2.820 -3.544 -0.673 0.47
H 3.072 -4.433 1.436 0.36
H 3.726 -4.281 3.798 0.39
H 4.662 -2.170 4.684 0.39
H 4.955 -0.235 3.180 0.43
H -0.508 -1.696 0.978 0.34
H 0.575 -3.070 0.673 0.36
H 1.094 -1.758 1.733 0.23
H -0.374 1.922 -2.190 0.15
H -6.094 4.283 -0.935 0.45
H -5.361 2.657 1.604 0.21
H -6.728 3.838 1.461 0.26
H -6.345 1.270 -0.238 0.21
H -7.721 2.437 -0.399 0.26



(2)
45
Properties=species:S:1:pos:R:3:mulliken_charge:R:1 method="wB97M-V/def2-TZVPD" total_charge=0 orbital_gap_ev=9.02 e_above_lowest_kcal_mol=405.9
C 4.481 -1.545 -2.319 -1.21
C 4.302 -1.452 -0.952 0.66
N 4.629 -2.314 -0.129 -0.99
N 4.135 -2.034 1.077 0.80
C 3.534 -0.959 0.905 -0.34
C 3.474 -0.462 -0.210 0.06
C 2.944 0.785 -0.677 -0.34
N 1.731 1.298 -0.394 -0.01
C 0.549 1.300 -1.061 0.17
O 0.536 0.952 -2.153 -0.60
C -0.631 1.867 -0.119 0.28
N -0.586 2.013 1.044 -0.37
O -1.694 2.061 1.471 -0.09
C -2.557 2.289 0.589 0.67
C -1.919 1.819 -0.708 -0.71
H -2.354 1.667 -1.446 1.01
C -3.975 2.380 0.862 -1.37
O -4.934 1.806 0.036 -0.34
C -4.913 0.616 0.006 0.82
C -5.943 -0.038 -0.702 -0.71
C -6.169 -1.451 -0.874 0.32
C -5.561 -2.143 0.292 0.21
C -4.560 -1.539 1.073 -0.44
C -4.402 -0.235 1.163 -0.70
H -3.642 0.308 1.449 0.61
H -3.949 -2.254 1.714 0.32
F -5.634 -3.752 0.173 -0.38
F -6.952 -1.839 -1.676 -0.25
H -6.521 0.490 -1.421 0.39
H -4.148 3.564 0.666 0.35
H -4.234 2.471 1.817 0.65
H 1.680 1.485 0.583 0.38
C 4.074 2.080 -0.596 -1.24
H 4.974 1.650 -1.091 0.35
H 3.651 2.898 -1.058 0.44
H 4.239 2.399 0.487 0.30
H 2.885 0.786 -2.088 0.20
H 3.129 -0.287 2.208 0.03
C 4.259 -2.793 2.268 -0.89
H 4.774 -2.200 3.094 0.28
H 3.400 -3.185 2.862 0.30
H 4.647 -3.666 2.157 0.46
H 5.043 -0.822 -2.682 0.41
H 4.800 -2.665 -2.593 0.31
H 3.409 -1.349 -3.048 0.19



(3)
50
Properties=species:S:1:pos:R:3:mulliken_charge:R:1 method="wB97M-V/def2-TZVPD" total_charge=-1 orbital_gap_ev=5.96 e_above_lowest_kcal_mol=6.8
C 4.764 4.137 0.578 -1.18
C 4.378 2.698 0.336 -0.19
O 2.999 2.676 -0.083 -0.28
C 2.355 1.485 0.021 0.51
C 0.875 1.684 -0.137 -0.37
F 0.142 0.823 0.590 0.02
S 0.349 3.396 0.389 1.47
C -1.443 3.326 0.531 -0.01
C -2.233 3.935 -0.448 -0.21
C -3.625 3.968 -0.289 -0.59
C -4.212 3.375 0.831 -0.34
C -3.420 2.725 1.781 -0.66
C -2.029 2.698 1.632 -0.29
O 0.823 3.538 1.755 -0.71
O 0.673 4.345 -0.647 -0.76
O 2.914 0.425 0.292 -0.61
H 5.839 4.245 0.748 0.40
H 4.498 4.758 -0.278 0.29
H 4.268 4.532 1.471 0.26
H 4.939 2.259 -0.501 0.26
H 4.497 2.109 1.254 0.28
H -1.744 4.382 -1.315 0.42
H -4.238 4.478 -1.033 0.35
H -5.289 3.439 0.978 0.36
H -3.868 2.254 2.657 0.35
H -1.408 2.199 2.376 0.36
C -1.193 -4.900 0.085 -0.77
N -1.844 -4.086 -0.929 -0.11
S -0.953 -4.033 -2.435 -0.07
C -1.328 -5.767 -2.836 0.70
F -1.966 -5.761 -4.047 -0.23
F -0.135 -6.444 -2.958 -0.24
F -2.109 -6.472 -1.968 -0.20
S -2.253 -2.458 -0.596 1.38
C -0.613 -1.927 -0.210 0.02
C -0.324 -1.681 1.131 -0.73
C 1.010 -1.772 1.514 -0.24
C 1.983 -2.066 0.560 -0.40
C 1.693 -2.004 -0.808 -0.69
C 0.371 -1.884 -1.210 -0.61
O -2.660 -1.808 -1.815 -0.64
O -3.077 -2.476 0.579 -0.70
H -0.365 -5.462 -0.353 0.35
H -0.844 -4.237 0.867 0.33
H -1.917 -5.603 0.515 0.24
H -1.131 -1.414 1.817 0.40
H 1.265 -1.568 2.554 0.41
H 3.000 -2.259 0.901 0.41
H 2.473 -2.038 -1.575 0.43
H 0.115 -1.764 -2.275 0.84



(4)
50
Properties=species:S:1:pos:R:3:mulliken_charge:R:1 method="wB97M-V/def2-TZVPD" total_charge=0 orbital_gap_ev=8.65 e_above_lowest_kcal_mol=0.0
O 1.144 -4.619 0.187 -0.66
C 0.715 -3.525 -0.088 0.28
N 0.648 -2.468 0.797 -0.12
C 0.405 -2.564 2.177 0.87
C 0.520 -3.668 2.964 -0.79
N 0.218 -3.328 4.272 0.66
C 0.290 -4.209 5.435 0.26
F 0.555 -5.477 5.059 -0.25
F -0.870 -4.129 6.159 -0.24
N -0.088 -1.987 4.321 -1.07
C -0.038 -1.511 3.093 -0.58
C -0.280 -0.048 2.691 1.07
F 0.881 0.510 2.235 -0.27
F -1.146 0.031 1.655 -0.25
F -0.746 0.695 3.753 -0.28
C 0.308 -3.210 -1.457 0.40
C 0.223 -4.165 -2.554 -0.66
N -0.079 -3.542 -3.701 -1.49
N -0.161 -2.229 -3.344 0.83
C -0.274 -1.197 -4.241 -0.34
C -0.248 0.069 -3.664 -0.68
C -0.060 0.235 -2.207 1.15
N -0.002 1.410 -1.516 0.06
C -0.113 2.767 -2.055 -0.21
C 1.153 3.553 -1.627 -1.11
C 1.212 3.944 -0.140 -0.44
C -0.094 4.599 0.322 -0.72
C -1.283 3.726 0.020 -0.38
C -1.379 3.430 -1.492 -0.32
O -2.505 2.628 -1.775 -0.63
N 0.098 -0.766 -1.398 -0.60
C 0.065 -2.015 -1.992 0.22
H 0.360 -1.581 0.354 0.44
H 0.812 -4.653 2.625 0.61
H 1.125 -3.872 6.074 0.26
H 0.432 -5.233 -2.530 0.51
H -0.435 -1.395 -5.296 0.44
H -0.369 0.910 -4.339 0.35
H 0.189 1.280 -0.515 -0.02
H -0.251 2.820 -3.169 0.44
H 1.112 4.494 -2.173 0.45
H 2.084 3.048 -1.992 0.33
H 2.050 4.662 0.021 0.35
H 1.407 3.055 0.458 0.22
H -0.231 5.577 -0.167 0.32
H -0.079 4.816 1.376 0.39
H -2.214 4.236 0.280 0.32
H -1.213 2.803 0.573 -0.02
H -1.507 4.372 -2.017 0.59
H -2.338 1.724 -1.453 0.32



(5)
48
Properties=species:S:1:pos:R:3:mulliken_charge:R:1 method="wB97M-V/def2-TZVPD" total_charge=0 orbital_gap_ev=9.09
H -0.891 -0.673 1.877 0.21
N -0.446 -1.224 1.141 -0.66
C -0.618 -0.680 0.002 0.78
C -0.019 -1.378 -1.192 -1.33
C -1.435 0.592 -0.172 -1.01
C -1.087 1.456 -1.402 -0.15
C -2.327 1.768 -2.268 -1.25
C -3.010 2.867 -1.464 0.38
O -4.127 3.288 -1.601 -0.61
N -2.091 3.342 -0.514 -0.33
C -0.767 2.905 -0.983 -0.19
C 0.359 3.156 -0.029 -0.47
O 0.257 3.746 1.007 -0.54
C 1.727 2.571 -0.473 1.06
F 1.843 2.652 -1.833 -0.34
F 1.744 1.256 -0.122 -0.31
C 2.940 3.302 0.157 0.61
F 2.763 4.628 -0.048 -0.29
F 2.964 3.036 1.474 -0.29
C 4.303 2.894 -0.493 0.66
F 4.508 3.648 -1.614 -0.27
F 4.248 1.591 -0.887 -0.29
C 5.526 3.115 0.430 0.43
O 5.526 3.914 1.308 -0.45
O 6.574 2.325 0.142 -0.46
H -0.496 -1.118 -2.136 0.32
H -0.128 -2.452 -1.037 0.43
H 1.052 -1.174 -1.244 0.28
H -2.486 0.294 -0.225 0.52
H -1.323 1.181 0.741 0.47
H -0.273 1.021 -1.977 1.00
H -1.989 2.218 -3.203 0.35
H -2.953 0.892 -2.410 0.42
H -2.186 4.343 -0.382 0.34
H -0.518 3.473 -1.893 0.60
H 6.569 2.078 -0.795 0.36
C -3.085 -4.808 1.258 -0.51
C -1.973 -4.041 1.581 -0.03
C -0.865 -4.639 2.163 -0.49
C -0.871 -6.002 2.427 -0.33
C -1.984 -6.768 2.109 -0.42
C -3.092 -6.171 1.523 -0.34
H -3.949 -4.343 0.799 0.35
H -1.958 -2.979 1.381 0.34
H 0.000 -4.037 2.406 0.38
H -0.005 -6.469 2.880 0.36
H -1.989 -7.830 2.317 0.35
H -3.960 -6.768 1.274 0.36



(6)
48
Properties=species:S:1:pos:R:3:mulliken_charge:R:1 method="wB97M-V/def2-TZVPD" s2=0.7580 spin_multiplicity=2 total_charge=+4 orbital_gap_ev="5.66 / 5.05"
Pd -0.004 0.001 -0.017 0.08
C 2.715 0.002 1.262 -1.29
C 2.832 0.002 -0.225 1.18
C 4.082 0.003 -0.864 -0.83
C 4.200 0.003 -2.234 -0.46
C 3.043 0.002 -3.032 -0.65
C 1.841 0.002 -2.374 0.26
N 1.747 0.002 -1.043 0.23
Sb 0.003 0.002 -3.403 1.32
C -0.915 -1.606 -2.368 0.32
C -1.510 -2.640 -3.053 -0.68
C -2.112 -3.627 -2.255 -0.46
C -2.062 -3.541 -0.884 -0.78
C -1.425 -2.478 -0.214 1.17
C -1.371 -2.424 1.275 -1.36
N -0.877 -1.539 -1.038 0.27
C -0.914 1.609 -2.368 0.32
C -1.511 2.646 -3.051 -0.68
C -2.110 3.632 -2.250 -0.46
C -2.057 3.543 -0.879 -0.78
C -1.421 2.478 -0.212 1.17
C -1.365 2.418 1.276 -1.35
N -0.875 1.540 -1.039 0.26
H 3.701 0.004 1.721 0.57
H 2.188 -0.881 1.634 0.24
H 2.183 0.883 1.634 0.25
H 4.961 0.003 -0.229 0.55
H 5.179 0.003 -2.704 0.50
H 3.105 0.003 -4.113 0.49
H -1.536 -2.688 -4.134 0.49
H -2.608 -4.466 -2.734 0.50
H -2.500 -4.315 -0.264 0.54
H -1.853 -3.305 1.693 0.61
H -1.900 -1.552 1.667 0.22
H -0.344 -2.405 1.650 0.24
H -1.538 2.696 -4.132 0.49
H -2.606 4.472 -2.726 0.50
H -2.495 4.316 -0.256 0.54
H -1.845 3.299 1.698 0.61
H -0.339 2.395 1.651 0.24
H -1.897 1.546 1.666 0.22
F -0.159 -0.011 1.894 -0.22
Sb 0.122 -0.002 4.480 2.21
F 1.316 1.264 3.776 -0.55
F 1.348 -1.246 3.796 -0.55
F 0.301 0.022 6.288 -0.39
F -1.165 -1.299 4.109 -0.54
F -1.195 1.261 4.089 -0.54



(7)
39
Properties=species:S:1:pos:R:3:mulliken_charge:R:1 method="wB97M-V/def2-TZVPD" total_charge=+1 orbital_gap_ev=5.67
C 1.242 1.715 1.483 -0.43
C 2.344 1.343 0.628 -0.45
C 1.862 1.272 -0.716 -0.52
H 3.368 1.198 0.990 0.42
C 0.491 1.708 -0.724 -0.02
C 0.104 1.981 0.630 -0.53
H -0.775 2.530 0.953 0.54
H 1.316 1.849 2.561 0.45
H 2.445 0.988 -1.584 0.45
H -0.048 2.030 -1.611 0.46
C -0.740 -2.385 0.256 -0.63
C -0.640 -2.149 1.663 -0.16
C -1.318 -0.904 1.939 -0.59
H -0.407 -2.900 2.447 0.48
C -1.801 -0.372 0.705 -0.22
C -1.392 -1.270 -0.351 -0.43
H -1.744 -1.219 -1.371 0.55
H -0.331 -3.248 -0.247 0.45
H -1.471 -0.499 2.940 0.45
H -2.527 0.430 0.596 0.56
Ti 0.507 -0.339 0.534 0.72
O -0.755 0.429 -3.774 -0.33
C 0.399 0.151 -4.564 -0.39
C -0.635 1.191 -5.042 -0.12
H 1.364 0.541 -4.206 0.22
H 0.406 -0.807 -5.119 0.28
H -0.386 2.261 -4.920 0.36
H -1.401 2.812 -7.039 0.29
C -1.836 1.803 -7.137 -0.58
C -1.540 0.838 -6.133 0.75
C -2.123 -0.450 -6.194 -0.43
H -1.917 -1.166 -5.390 0.27
C -2.973 -0.759 -7.259 -0.51
H -3.440 -1.739 -7.281 0.37
C -3.231 0.171 -8.276 -0.48
H -3.901 -0.084 -9.107 0.36
C -2.645 1.450 -8.215 -0.44
H -2.831 2.184 -9.004 0.37
F 2.074 -1.319 0.594 -0.56



(8)
42
Properties=species:S:1:pos:R:3:mulliken_charge:R:1 method="wB97M-V/def2-TZVPD" total_charge=0 orbital_gap_ev=7.77 e_above_lowest_kcal_mol=44.0
O 0.880 4.563 -0.660 -0.67
C 0.626 3.410 -0.359 0.06
N 0.132 3.095 0.864 -0.13
C -0.368 1.863 1.311 0.11
C -0.043 1.398 2.581 -0.93
C -0.519 0.186 3.029 -0.39
C -1.331 -0.622 2.224 0.85
N -1.807 -1.830 2.725 -0.09
C -0.882 -2.727 3.395 -0.78
C -0.209 -3.649 2.367 -0.41
O -1.160 -4.392 1.637 -0.43
C -2.068 -3.539 0.972 -0.32
C -2.768 -2.612 1.974 -0.97
C -1.694 -0.117 0.971 -0.36
C -1.232 1.106 0.531 -0.52
C 0.894 2.291 -1.287 0.28
C 0.946 2.390 -2.664 -0.63
N 1.295 1.162 -3.117 0.20
C 1.485 0.682 -4.369 -0.09
C 1.841 -0.620 -4.539 -0.69
C 2.013 -1.466 -3.421 -0.19
C 1.827 -0.987 -2.156 -0.86
C 1.459 0.356 -1.983 0.54
N 1.218 1.039 -0.884 -0.43
H 0.151 3.854 1.534 0.27
H 0.593 1.994 3.220 0.40
H -0.265 -0.132 4.028 0.47
H -0.119 -2.170 3.933 0.36
H -1.452 -3.334 4.107 0.34
H 0.433 -4.381 2.860 0.40
H 0.396 -3.035 1.680 0.19
H -2.785 -4.191 0.471 0.36
H -1.530 -2.940 0.220 0.28
H -3.483 -1.958 1.476 0.48
H -3.314 -3.230 2.696 0.38
H -2.344 -0.676 0.316 0.30
H -1.536 1.472 -0.438 0.45
H 0.756 3.226 -3.305 0.51
H 1.342 1.372 -5.187 0.37
H 1.993 -1.006 -5.534 0.37
H 2.294 -2.495 -3.580 0.43
H 1.951 -1.599 -1.279 0.48



(9)
45
Properties=species:S:1:pos:R:3:mulliken_charge:R:1 method="wB97M-V/def2-TZVPD" s2=0.7581 spin_multiplicity=2 total_charge=+1 orbital_gap_ev="6.38 / 6.17" e_above_lowest_kcal_mol=98.2
Ru 0.224 0.090 -0.100 0.11
C -0.784 0.513 2.600 -1.04
N 0.046 -0.508 1.909 0.37
C 1.479 -0.529 2.302 -0.91
C 2.293 -1.295 1.274 0.65
C 3.353 -2.101 1.632 -0.91
C 4.119 -2.692 0.632 -0.38
C 3.791 -2.458 -0.690 -0.92
C 2.693 -1.660 -0.980 -0.12
N 1.959 -1.089 -0.026 0.34
C -0.545 -1.879 1.996 -1.48
C -1.118 -2.340 0.674 0.87
C -1.802 -3.538 0.547 -0.99
C -2.326 -3.890 -0.683 -0.35
C -2.159 -3.018 -1.751 -0.89
C -1.466 -1.843 -1.559 -0.28
N -0.938 -1.513 -0.365 0.62
C -1.648 1.338 1.624 1.59
C -2.886 1.865 2.178 -1.13
C -4.085 1.747 1.576 -0.09
C -4.369 1.314 0.220 -0.55
C -3.651 1.624 -0.867 -0.50
N -1.210 1.480 0.418 -0.47
H -0.135 1.214 3.131 0.49
H -1.429 0.049 3.348 0.32
H 1.631 -0.955 3.300 0.42
H 1.825 0.508 2.315 0.45
H 3.588 -2.257 2.676 0.43
H 4.958 -3.323 0.890 0.43
H 4.361 -2.891 -1.498 0.42
H 2.380 -1.459 -1.998 0.41
H -1.341 -1.894 2.743 0.57
H 0.217 -2.582 2.338 0.49
H -1.922 -4.178 1.411 0.50
H -2.860 -4.822 -0.806 0.43
H -2.557 -3.239 -2.731 0.47
H -1.307 -1.130 -2.356 0.25
H -2.863 2.144 3.225 0.43
H -4.958 1.950 2.189 0.40
H -5.286 0.750 0.084 0.42
H -3.955 1.312 -1.859 0.48
Se -2.085 2.668 -0.764 0.08
Se -2.248 2.728 -4.104 -0.24
Se -0.460 1.410 -4.206 0.04
Se 0.866 0.869 -2.290 -0.23



(10)
46
Properties=species:S:1:pos:R:3:mulliken_charge:R:1 method="wB97M-V/def2-TZVPD" s2=3.7931 spin_multiplicity=4 total_charge=+2 orbital_gap_ev="4.71 / 5.01" e_above_lowest_kcal_mol=3.0
Tc -0.651 -2.520 0.018 1.42
C -4.543 -0.555 -0.420 -1.65
C -3.488 -1.613 -0.476 1.36
N -2.215 -1.284 -0.551 -0.31
N -1.996 0.058 -0.918 -0.33
C -0.765 0.380 -1.029 0.65
S 0.570 -0.729 -0.642 -0.19
S -0.192 1.917 -1.550 -0.05
C -1.724 2.751 -2.078 -1.04
C -2.345 2.182 -3.322 0.64
C -1.645 2.170 -4.524 -0.41
C -2.234 1.665 -5.671 -0.62
C -3.535 1.176 -5.630 -0.44
C -4.243 1.199 -4.440 -0.75
C -3.646 1.698 -3.289 -0.08
C -3.924 -3.009 -0.534 -0.18
C -5.298 -3.303 -0.599 -0.47
C -5.743 -4.584 -0.855 -1.03
C -4.827 -5.609 -1.075 -0.33
C -3.466 -5.362 -1.020 -0.79
C -3.050 -4.079 -0.728 1.11
O -1.693 -3.905 -0.591 -0.73
H -5.114 -0.551 -1.350 0.43
H -4.124 0.427 -0.261 0.39
H -5.229 -0.803 0.390 0.57
H -1.366 3.771 -2.237 0.47
H -2.416 2.769 -1.239 0.39
H -0.634 2.560 -4.569 0.37
H -1.686 1.664 -6.603 0.40
H -3.996 0.794 -6.531 0.40
H -5.265 0.846 -4.410 0.42
H -4.204 1.744 -2.362 0.42
H -6.027 -2.519 -0.463 0.36
H -6.803 -4.786 -0.901 0.43
H -5.175 -6.611 -1.290 0.42
H -2.735 -6.141 -1.179 0.46
N 3.703 -5.407 2.312 -0.32
C 3.656 -4.254 2.966 0.72
N 4.524 -3.965 3.915 -0.33
N 2.728 -3.320 2.694 -0.42
C 1.749 -3.226 1.947 0.25
N 0.801 -3.016 1.269 -0.48
H 4.405 -6.104 2.511 0.23
H 3.050 -5.604 1.574 0.19
H 5.267 -4.594 4.172 0.21
H 4.459 -3.077 4.386 0.25